(1)
C28H31FN7O3V as an isolated structure in a non-equilibrium geometry, computed with ωB97M-V/def2-TZVPD.

```
71
C28H31FN7O3V ωB97M-V/def2-TZVPD
V -0.0104 0.0285 0.2203
F 0.9821 1.2461 6.5420
C 0.3956 0.1334 6.0306
C 0.3779 0.0230 4.6582
C -0.2307 -1.0645 4.0377
C -0.2300 -1.1986 2.6016
O 0.5044 -0.4198 1.8821
C -1.0196 -2.2707 2.0521
C -1.5916 -3.1712 2.8870
N -1.4779 -3.1191 4.2499
C -2.0150 -4.2023 5.0335
C -1.7596 -5.6007 4.5648
C -1.0583 -5.0884 5.7834
C -0.8348 -2.0419 4.8543
C -0.7762 -1.9190 6.2362
C -0.1641 -0.8246 6.8689
N -0.0708 -0.7821 8.2891
C 0.5044 0.3870 8.9543
C 0.5811 0.1094 10.4601
N 0.8105 -1.3593 10.6322
C -0.4194 -2.1353 10.2421
C -1.1136 -1.3705 9.1127
C -1.1617 -2.5154 0.5828
O -1.4820 -3.6225 0.1664
O -0.8529 -1.5296 -0.2187
H 0.8352 0.7933 4.0532
H -2.1755 -3.9825 2.4793
H -2.9705 -3.9770 5.4969
H -1.1744 -5.7210 3.6637
H -2.5422 -6.3363 4.6821
H -0.0028 -4.8632 5.7044
H -1.3661 -5.4725 6.7472
H -1.2030 -2.7153 6.8225
H -0.0703 1.3054 8.7909
H 1.5087 0.5535 8.5735
H -0.3369 0.3608 10.9854
H 1.3988 0.6657 10.9119
H 1.0993 -1.5882 11.5809
H 1.5624 -1.6213 9.9927
H -1.0646 -2.2474 11.1122
H -0.0955 -3.1164 9.9024
H -1.7831 -0.6019 9.5177
H -1.7353 -2.0569 8.5545
C 0.3755 -1.3858 -3.2818
N 1.2010 -2.5545 -2.8685
C 2.2470 -2.8135 -3.8841
C 1.8132 -2.4486 -1.4695
C 2.5080 -1.1426 -1.1878
C 3.8620 -1.0484 -1.5184
C 4.5568 0.1325 -1.3305
C 3.8935 1.2248 -0.7893
C 2.5611 1.1193 -0.4214
C 1.8180 -0.0605 -0.6005
H 0.0167 -1.5484 -4.2959
H 0.9830 -0.4870 -3.2381
H -0.4618 -1.2747 -2.6046
H 0.5745 -3.3589 -2.8290
H 2.9450 -1.9804 -3.8768
H 1.7949 -2.8952 -4.8696
H 2.7759 -3.7359 -3.6543
H 2.5177 -3.2771 -1.3995
H 1.0092 -2.6135 -0.7664
H 4.3791 -1.9126 -1.9259
H 5.6018 0.2006 -1.6036
H 4.4246 2.1585 -0.6480
H 2.0710 1.9908 0.0076
N -4.5113 4.0194 -1.0917
C -3.4612 3.5662 -1.2617
N -2.2558 3.1206 -1.5104
C -1.5504 2.1760 -1.1305
N -0.7824 1.3032 -0.8705
```

Multiplicity: 2
Kohn-Sham gap (alpha / beta), eV: 3.900 / 3.677
Charge: +1

These are the Mulliken partial charges, in e, on atoms 1 to 8:
1 V 0.5547
2 F -0.3686
3 C 0.6360
4 C -0.9283
5 C 0.8284
6 C 1.3625
7 O -0.6688
8 C 0.0405


(2)
C7H28AlN14O7 as an isolated structure in a non-equilibrium geometry, computed with ωB97M-V/def2-TZVPD.

```
57
C7H28AlN14O7 ωB97M-V/def2-TZVPD
Al -12.9440 9.1339 18.6096
C -10.1776 10.9452 16.1554
O -10.9094 10.3798 16.9765
N -10.0190 10.4696 14.8729
N -9.4284 12.0356 16.3959
H -10.4337 9.5667 14.7270
H -9.5209 11.0102 14.1910
H -9.4979 12.5156 17.2767
H -8.8810 12.3748 15.6273
C -14.0145 5.4334 17.8283
O -13.6619 6.5958 17.5115
N -13.9623 4.3886 17.0098
N -14.7455 5.2305 18.9387
H -14.4624 3.5363 17.1876
H -13.3674 4.4529 16.1991
H -15.1262 6.0183 19.4388
H -14.9929 4.3163 19.2749
C -10.2283 6.9241 16.7550
O -10.6946 7.4246 17.8046
N -10.4422 5.6708 16.3816
N -9.3251 7.6178 16.0096
H -11.1996 5.1469 16.7835
H -9.9856 5.2825 15.5729
H -9.0936 7.2341 15.1097
H -9.0578 8.5214 16.3550
C -14.2538 11.7139 15.9143
O -13.9088 11.2257 17.0187
N -15.5184 12.0746 15.6468
N -13.3566 11.9763 14.9526
H -16.1705 12.0327 16.4084
H -15.8326 12.2425 14.7074
H -12.4464 11.5784 15.1280
H -13.7178 12.0642 14.0162
C -16.6199 7.9461 20.1383
O -15.5099 8.3192 19.6853
N -17.6937 7.6869 19.3786
N -16.6827 7.3793 21.3776
H -18.5023 7.3104 19.8329
H -17.5696 7.9446 18.4126
H -17.4828 6.7880 21.4764
H -15.8769 7.4217 21.9739
C -11.4800 6.0621 20.6876
O -12.2418 6.8440 20.0731
N -11.7952 5.2588 21.7095
N -10.1826 5.9582 20.3038
H -12.7271 5.2230 22.0848
H -11.1173 4.5509 21.9309
H -9.8772 6.5246 19.5279
H -9.5138 5.5875 20.9574
C -15.6194 11.7844 20.0895
O -14.5835 11.2325 19.6676
N -15.6497 12.4966 21.2278
N -16.7845 11.7078 19.4393
H -16.4336 13.0578 21.5194
H -14.8948 12.5846 21.8878
H -16.7491 11.2031 18.5724
H -17.5820 12.1878 19.8161
```

Kohn-Sham gap, eV: 4.057
Charge: +3
Relative energy (zero: lowest compared OMol25 entry of this formula, charge and spin), kcal/mol: 16.0

These are the Mulliken partial charges, in e, on atoms 1 to 8:
1 Al 1.8641
2 C 0.3988
3 O -0.5210
4 N -0.3714
5 N -0.4352
6 H 0.2757
7 H 0.1865
8 H 0.2483


(3)
A 2-piece molecular cluster, C6H15NO2 overall, computed with ωB97M-V/def2-TZVPD.

```
24
C6H15NO2 ωB97M-V/def2-TZVPD
C 0.1436 0.5301 -0.9995
C 0.7714 1.9031 -0.7846
C 0.9673 -0.3155 -1.9659
C -1.2975 0.6618 -1.4835
H 0.1432 0.0180 -0.0397
H 0.7334 2.4909 -1.7005
H 0.2393 2.4406 -0.0029
H 0.5051 -1.2901 -2.1133
H 1.9747 -0.4665 -1.5828
H 1.0412 0.1755 -2.9348
H -1.3214 1.0954 -2.4778
H -1.7838 -0.3081 -1.5195
H -1.8682 1.3027 -0.8178
H 1.8118 1.8048 -0.4823
C 1.1518 -1.2837 2.1369
N -1.1675 -1.3607 1.5039
C -0.1861 -0.5982 2.0344
O -2.4418 -0.8038 1.3766
O -0.4223 0.5480 2.3747
H -2.3083 0.1193 1.6936
H -1.1318 -2.3318 1.2514
H 1.9343 -0.5327 2.0807
H 1.2261 -1.7804 3.1036
H 1.2855 -2.0187 1.3491
```

SMILES: CC(=O)NO.CC(C)C
Kohn-Sham gap, eV: 10.170
Charge: 0
Relative energy (zero: lowest compared OMol25 entry of this formula, charge and spin), kcal/mol: 48.5

These are the Mulliken partial charges, in e, on atoms 1 to 8:
1 C 2.1551
2 C -1.5376
3 C -1.5882
4 C -1.5396
5 H -0.8054
6 H 0.3970
7 H 0.3631
8 H 0.3782


(4)
C17H24Cl36NO5S2 as an isolated structure, computed with ωB97M-V/def2-TZVPD.

```
85
C17H24Cl36NO5S2 ωB97M-V/def2-TZVPD
C 4.8733 -3.2077 2.7449
O 4.0826 -2.8461 1.6433
C 4.6231 -1.8730 0.7683
C 3.7985 -0.5821 0.6793
C 3.2504 -0.1001 2.0208
S 1.5073 -0.3344 2.3558
O 0.8113 0.3218 1.2494
O 1.3421 0.3098 3.6444
N 1.1418 -1.8720 2.5182
S 0.5927 -2.6703 1.2456
C -1.0268 -2.0313 0.8628
O 1.4012 -2.5898 0.0449
O 0.3399 -4.0350 1.6965
H 4.2183 -3.6942 3.4729
H 5.6735 -3.9124 2.4744
H 5.3321 -2.3415 3.2404
H 5.6224 -1.5951 1.1355
H 4.7690 -2.2969 -0.2332
H 4.5085 0.1717 0.3281
H 3.0101 -0.6459 -0.0652
H 3.3185 0.9850 2.0551
H 3.8376 -0.4736 2.8615
H -1.2592 -1.1360 1.4330
H -1.0737 -1.8478 -0.2105
H -1.6797 -2.8553 1.1408
C 0.6673 3.1485 1.6372
Cl 0.5156 3.6722 3.3101
Cl -0.4183 4.0642 0.5812
Cl 2.3401 3.2920 1.1026
H 0.3985 2.0973 1.5829
C -3.4595 -5.7549 -0.0320
Cl -4.7047 -4.5916 0.4510
Cl -3.5789 -6.1028 -1.7634
Cl -1.8640 -5.1728 0.3948
H -3.6427 -6.6770 0.5046
C -3.0851 1.2328 -1.3022
Cl -4.1838 -0.1386 -1.4881
Cl -4.0095 2.6979 -0.9448
Cl -1.8676 0.9104 -0.0801
H -2.5776 1.3866 -2.2449
C 2.2120 4.8682 6.9290
Cl 0.8243 5.5789 6.0999
Cl 2.6042 3.2929 6.2586
Cl 3.6044 5.9577 6.8625
H 1.9456 4.7369 7.9686
C -3.2970 5.6383 2.8972
Cl -2.5086 6.0948 4.4098
Cl -3.1186 3.9258 2.5684
Cl -5.0087 6.0800 2.9211
H -2.8239 6.1878 2.0934
C 5.2629 0.1839 -3.4238
Cl 4.1513 -1.1774 -3.5244
Cl 4.4952 1.5567 -2.6303
Cl 6.7609 -0.2674 -2.6063
H 5.5205 0.4737 -4.4340
C -6.7288 7.5849 -0.6211
Cl -5.4617 8.8067 -0.4984
Cl -7.5668 7.7166 -2.1789
Cl -6.0663 5.9742 -0.3638
H -7.4536 7.7780 0.1582
C -0.1446 -7.1830 2.9287
Cl 0.7431 -6.7249 4.3762
Cl 0.2501 -8.8399 2.4449
Cl -1.8804 -7.0038 3.1775
H 0.1447 -6.5100 2.1280
C 4.3893 -4.9832 -6.0156
Cl 4.4985 -5.3612 -7.7426
Cl 5.3447 -3.5530 -5.6370
Cl 2.7049 -4.7743 -5.5504
H 4.8002 -5.8197 -5.4673
C -9.0197 3.0876 -1.9570
Cl -9.5879 2.8479 -3.6121
Cl -7.4867 2.2606 -1.6926
Cl -8.8434 4.8035 -1.5929
H -9.7581 2.6697 -1.2865
C -0.7425 -3.1255 -4.0639
Cl -0.0106 -2.8740 -2.4911
Cl -0.6082 -4.8169 -4.5795
Cl -2.4388 -2.6256 -4.0545
H -0.2274 -2.5190 -4.7970
C 1.4689 3.4138 -4.7175
Cl 0.7674 2.1794 -3.6761
Cl 3.0302 2.8879 -5.3443
Cl 0.3670 3.8345 -6.0324
H 1.6314 4.3021 -4.1224
```

Kohn-Sham gap, eV: 8.247
Charge: -1

These are the Mulliken partial charges, in e, on atoms 1 to 8:
1 C -0.8655
2 O -0.0981
3 C -0.9677
4 C -0.1140
5 C -0.4769
6 S 1.0048
7 O -0.7824
8 O -0.8279


(5)
A 14-piece molecular cluster, C13H52F2NO17S2 overall in a non-equilibrium geometry, computed with ωB97M-V/def2-TZVPD.

```
87
C13H52F2NO17S2 ωB97M-V/def2-TZVPD
N -6.8427 -11.2897 2.2656
S -7.1607 -12.6611 1.7355
O -8.4500 -13.2357 2.1217
O -6.0652 -13.5721 1.4553
F -7.5171 -12.2592 0.1877
S -6.4337 -11.9349 3.7190
O -5.1360 -12.4724 3.9282
O -7.5159 -12.5307 4.4916
F -6.2922 -10.5185 4.4388
C -6.1860 -15.4348 -2.7318
O -6.7047 -14.5655 -1.7730
H -5.1787 -15.1137 -2.9971
H -5.9624 -16.3765 -2.2305
H -6.8925 -15.5903 -3.5471
H -7.6432 -14.6513 -1.5900
C -11.1753 -11.9317 0.8394
O -11.0732 -10.5324 0.6958
H -10.3867 -12.4179 0.2651
H -10.8854 -12.2916 1.8266
H -12.1598 -12.2966 0.5468
H -10.3401 -10.1562 1.1884
C -9.6080 -9.6627 3.7058
O -9.0965 -9.9620 2.4441
H -9.9994 -10.6034 4.0931
H -8.9383 -9.3668 4.5133
H -10.4716 -9.0004 3.6444
H -8.2086 -10.3195 2.5187
C -4.2181 -8.7585 6.6535
O -4.9803 -8.7887 7.8738
H -3.7957 -9.7142 6.3433
H -4.7583 -8.4124 5.7723
H -3.4280 -8.0120 6.7343
H -5.1891 -7.8535 7.9315
C -6.5412 -7.8339 2.7134
O -5.9088 -8.9237 1.9899
H -7.5800 -7.5848 2.4968
H -6.4736 -7.9003 3.7993
H -5.9738 -6.9323 2.4824
H -6.3416 -9.7600 2.1769
C -11.0854 -13.5766 6.0224
O -10.2107 -13.7679 4.9083
H -11.4436 -12.5589 6.1781
H -11.9010 -14.2793 5.8515
H -10.5796 -13.8384 6.9518
H -9.6659 -12.9897 4.7695
C -2.9547 -14.3906 -0.7406
O -3.5376 -13.1933 -0.2788
H -3.5864 -15.2187 -1.0620
H -2.5073 -14.0680 -1.6808
H -2.2168 -14.9546 -0.1701
H -4.3114 -13.3962 0.2519
C -2.1582 -14.1129 3.9602
O -3.3309 -14.8290 3.6722
H -1.3270 -14.2536 3.2693
H -2.3049 -13.0348 4.0271
H -1.9278 -14.5595 4.9274
H -4.1040 -14.3290 3.9440
C -2.6715 -9.9813 2.8907
O -3.3627 -8.8544 3.3774
H -3.1816 -10.8488 3.3095
H -2.7260 -10.1270 1.8118
H -1.6318 -9.9317 3.2141
H -4.1517 -8.7309 2.8446
C -6.7648 -14.8050 6.9986
O -6.8078 -14.8854 5.5934
H -7.6671 -14.3625 7.4208
H -6.6359 -15.7876 7.4523
H -5.9750 -14.1375 7.3431
H -7.3181 -14.1745 5.1987
C -9.5771 -15.5705 -0.2606
O -9.6014 -14.9955 -1.5058
H -9.8418 -14.9265 0.5780
H -10.1590 -16.4909 -0.2122
H -8.5647 -15.9497 -0.1212
H -10.5109 -14.9573 -1.8108
C -4.9395 -16.6486 1.2235
O -3.5057 -16.7590 1.3634
H -5.3997 -17.3031 0.4832
H -5.3902 -16.8041 2.2037
H -5.1028 -15.6311 0.8682
H -3.2917 -16.1808 2.0993
C -8.8254 -11.9152 -2.5427
O -7.4839 -11.9656 -2.9119
H -9.3494 -12.2243 -3.4471
H -9.0072 -12.6438 -1.7526
H -9.1495 -10.9127 -2.2634
H -7.0921 -12.7145 -2.4567
```

Multiplicity: 2
Kohn-Sham gap (alpha / beta), eV: 3.412 / 7.989
Charge: -2

These are the Mulliken partial charges, in e, on atoms 1 to 8:
1 N -0.5399
2 S -0.0395
3 O -0.6449
4 O 0.0574
5 F -0.3809
6 S 0.7120
7 O -0.5276
8 O -0.6028


(6)
An isolated ion of composition C7H10N and charge +1 in a non-equilibrium geometry, computed with ωB97M-V/def2-TZVPD.

```
18
C7H10N ωB97M-V/def2-TZVPD
C -0.7455 -1.0489 -1.7770
C -0.2112 -0.1397 -2.7182
C -0.2175 1.8427 0.1446
C -0.1873 1.2164 -2.2032
C -0.6583 -0.4768 -0.5159
C 0.9978 -1.2010 1.2755
C -0.4792 -0.8510 0.8894
N -0.5598 1.0545 -0.8020
H -0.9916 -2.0554 -1.8120
H -0.3276 1.6581 1.2494
H 0.1930 2.8916 -0.0744
H 0.7160 1.6589 -2.4451
H -0.9352 1.8998 -2.6451
H 1.5546 -0.3501 1.6390
H 1.5114 -1.5516 0.3612
H 1.1432 -2.0412 1.7775
H -0.8046 -0.1101 1.6301
H -1.0287 -1.7649 1.2607
```

Kohn-Sham gap (alpha / beta), eV: 6.945 / 7.407
Charge: +1
Relative energy (zero: lowest compared OMol25 entry of this formula, charge and spin), kcal/mol: 114.7

These are the Mulliken partial charges, in e, on atoms 1 to 8:
1 C -0.2801
2 C -0.4550
3 C -0.1367
4 C -0.2956
5 C 0.3197
6 C -1.1196
7 C -0.7011
8 N 0.1450


Summary of total energy in eV
-74507.7377 -49482.2483 -12049.3085 -502224.2675 -77720.2556 -8898.6197
(order as listed above)